(1)
Below is a structure of composition C2H2O4, with properties calculated with ωB97M-V with the def2-TZVPD basis set.

Last column: natural (NBO) charge in e.
Atoms and positions in Å:
C 0.71198 0.79798 -0.00531  0.7730
C -0.58997 -0.75572 -0.03393  0.6838
O 1.79432 0.69913 0.44585  -0.5545
O -1.49287 -0.74357 -0.81693  -0.5887
O 0.03606 1.78048 -0.42320  -0.6368
O -0.29173 -1.81725 0.68555  -0.6761
H 0.60353 2.58802 -0.19946  0.5035
H -0.77133 -2.54908 0.34744  0.4958

Atoms 1-6, force components in eV/Å:
C -1.63 -5.46 1.65
C 1.02 2.14 -1.63
O 0.52 0.18 -0.07
O 0.23 0.57 0.21
O -0.09 3.36 -0.34
O 2.07 1.37 1.42

Output
relative energy (zero: lowest compared OMol25 entry of this formula, charge and spin) = 2.183 eV
strongest force on any atom = 5.93 eV Å⁻¹
HOMO level = -9.77 eV
lowest unoccupied orbital energy = 0.2 eV

---

(2)
Below is the molecule CH3NOS2, with properties calculated with ωB97M-V with the def2-TZVPD basis set.

Last column: natural (NBO) charge in e.
Atoms and positions in Å:
C 1.16771 -0.02759 -1.03076  0.0071
N 0.75745 0.27448 0.28820  -0.6205
O -1.41474 1.52535 0.57169  -0.9294
S -1.80131 -1.31686 -0.03032  -0.4350
S -0.88244 0.21320 0.69133  1.5288
H 2.22289 -0.11505 -0.95094  0.1941
H 0.74771 -0.72551 -1.69617  0.2017
H -0.79727 0.17197 2.15697  0.0532

Atoms 1-6, force components in eV/Å:
C -0.81 -0.14 8.19
N 1.28 -0.80 -5.63
O -0.60 1.42 -0.92
S 0.53 0.61 0.32
S -0.35 -1.25 1.96
H 1.11 0.92 -0.72

Output
structure (SMILES) = C=N[S@@H](=O)=S
relative energy (zero: lowest compared OMol25 entry of this formula, charge and spin) = 3.055 eV
strongest force on any atom = 8.24 eV Å⁻¹
HOMO level (alpha / beta) = -9.66 / -9.66 eV
lowest unoccupied orbital energy (alpha / beta) = -1.4 / -1.4 eV